1.
Here is a molecular structure, C4H8O2 from the Open Molecules 2025 dataset. Energies are from ωB97M-V/def2-TZVPD.

```
14
Properties=species:S:1:pos:R:3
C -0.76 1.82 -0.72
O -0.25 1.10 0.40
C -0.51 -0.21 0.34
C 1.28 -1.04 -0.49
C -0.54 -0.97 1.57
O -0.14 -2.10 1.77
H -0.74 2.88 -0.47
H -0.13 1.64 -1.60
H -1.78 1.49 -0.93
H 0.05 -0.82 -0.62
H 1.40 -1.41 -1.51
H 1.85 -0.13 -0.32
H 1.42 -1.82 0.25
H -1.15 -0.43 2.33
```

Computed properties:
E_HOMO = -8.38 eV



2.
Here is a molecular structure, C19H19N7O3PSTc in a non-equilibrium geometry from the Open Molecules 2025 dataset. Energies are from ωB97M-V/def2-TZVPD.

```
51
Properties=species:S:1:pos:R:3
Tc 0.13 -1.33 0.21
C -0.38 3.81 2.14
N -0.36 2.71 1.16
C -0.53 2.86 -0.18
C -0.44 1.62 -0.74
N -0.21 0.72 0.27
C -0.17 1.40 1.42
P 0.09 0.65 3.08
C 1.57 -0.32 2.64
N 1.67 -1.05 1.52
C 2.96 -1.52 1.46
C 3.63 -1.07 2.55
N 2.75 -0.32 3.28
C 3.08 0.32 4.56
C -1.12 -0.69 2.81
N -1.20 -1.47 1.71
C -2.35 -2.22 1.81
C -2.96 -1.89 2.97
N -2.19 -0.94 3.58
C -2.52 -0.34 4.88
H -0.45 4.74 1.59
H 0.54 3.81 2.72
H -1.24 3.71 2.79
H -0.70 3.82 -0.63
H -0.52 1.33 -1.77
H 3.31 -2.14 0.65
H 4.65 -1.22 2.87
H 4.07 0.75 4.49
H 3.05 -0.42 5.36
H 2.36 1.11 4.77
H -2.67 -2.90 1.05
H -3.88 -2.25 3.41
H -3.58 -0.10 4.90
H -1.95 0.58 5.01
H -2.28 -1.04 5.68
O -2.34 -1.58 -3.25
S -2.48 -2.39 -2.10
O -3.61 -2.34 -1.24
N -1.08 -2.22 -1.13
C -0.40 -3.37 -1.02
O 0.63 -3.28 -0.24
C -0.91 -4.50 -1.76
C -0.41 -5.79 -1.86
C -1.14 -6.67 -2.64
C -2.35 -6.26 -3.32
C -2.84 -4.96 -3.22
C -2.11 -4.10 -2.45
H 0.50 -6.08 -1.36
H -0.81 -7.70 -2.76
H -2.88 -7.00 -3.91
H -3.74 -4.66 -3.74
```

Computed properties:
Multiplicity = 4
Charge = +3
E_HOMO (spin up / spin down) = -17.82 / -17.79 eV
Expectation value of S² = 3.77



3.
Here is a molecular structure, C19H24BO2Pt in a non-equilibrium geometry from the Open Molecules 2025 dataset. Energies are from ωB97M-V/def2-TZVPD.

```
47
Properties=species:S:1:pos:R:3
Pt 16.59 5.62 7.83
C 17.77 8.74 9.53
C 18.01 7.57 8.63
C 17.84 7.65 7.24
C 18.33 6.62 6.37
C 18.18 6.84 4.87
C 18.83 5.41 6.97
C 18.86 5.25 8.37
C 19.39 4.01 9.01
C 18.35 6.30 9.19
H 17.87 8.34 10.57
H 16.80 9.22 9.39
H 18.53 9.49 9.37
H 17.43 8.55 6.76
H 18.78 6.14 4.32
H 18.54 7.85 4.50
H 17.14 6.79 4.60
H 19.31 4.66 6.34
H 18.83 3.17 8.60
H 19.37 4.05 10.10
H 20.45 3.82 8.74
H 18.30 6.19 10.28
C 10.09 5.57 6.27
C 8.87 7.48 7.36
C 7.58 7.15 7.84
C 8.93 8.68 6.62
C 10.13 6.80 7.60
C 10.16 6.02 8.91
C 11.32 5.49 9.39
C 12.48 5.86 8.87
O 13.73 5.31 8.99
B 14.65 6.04 8.07
O 13.84 7.06 7.56
C 12.56 6.87 7.84
C 11.44 7.34 7.26
H 9.69 4.58 6.53
H 11.11 5.45 6.05
H 9.72 6.11 5.37
H 7.52 7.56 8.85
H 7.53 6.14 8.04
H 6.86 7.73 7.26
H 9.62 9.42 7.08
H 8.00 9.21 6.31
H 9.49 8.28 5.71
H 9.17 5.81 9.44
H 11.44 4.77 10.15
H 11.53 7.73 6.27
```

Computed properties:
Multiplicity = 5
Charge = +3
E_HOMO (spin up / spin down) = -17.14 / -18.75 eV
Expectation value of S² = 6.03



4.
Here is a molecular structure, C7H17AgF6MnN9O11S2 in a non-equilibrium geometry from the Open Molecules 2025 dataset. Energies are from ωB97M-V/def2-TZVPD.

```
54
Properties=species:S:1:pos:R:3
Mn 0.62 2.00 -3.32
Ag -2.02 3.90 0.35
C -5.52 4.46 -1.99
F -6.78 4.47 -2.38
F -4.68 4.23 -2.97
F -5.24 5.63 -1.43
S -5.28 3.18 -0.55
O -5.45 3.98 0.65
O -6.21 2.09 -0.69
N -3.59 2.78 -0.57
S -3.48 1.59 -1.65
O -4.45 1.60 -2.69
O -2.09 1.50 -2.11
C -3.75 -0.10 -0.80
F -3.34 0.08 0.47
F -5.02 -0.41 -0.85
F -3.05 -0.97 -1.49
O -0.56 -0.01 0.13
C -0.11 1.17 -0.36
O 0.47 1.18 -1.48
O -0.49 2.21 0.20
H -0.92 0.28 0.98
C 4.30 2.61 0.79
O 4.62 3.81 0.89
N 3.05 2.19 0.61
N 5.19 1.62 0.92
H 2.75 1.23 0.60
H 2.31 2.87 0.48
H 6.18 1.84 0.93
H 4.80 0.71 1.21
C 3.22 -1.61 1.63
O 4.36 -1.31 1.22
N 2.72 -2.82 1.30
N 2.40 -0.87 2.38
H 1.91 -3.15 1.81
H 3.32 -3.56 0.97
H 2.67 0.06 2.65
H 1.44 -1.13 2.52
C -0.43 -3.38 3.00
O -0.26 -2.18 3.27
N -0.50 -4.35 3.94
N -0.47 -3.79 1.71
H -0.42 -4.06 4.90
H -0.33 -5.33 3.85
H -0.23 -3.10 1.03
H -0.86 -4.68 1.46
C 1.92 -2.15 -2.82
O 0.75 -2.40 -3.14
N 2.22 -1.43 -1.74
N 2.95 -2.56 -3.58
H 3.16 -1.15 -1.50
H 1.56 -1.28 -0.99
H 3.91 -2.46 -3.30
H 2.75 -3.05 -4.44
```

Computed properties:
Multiplicity = 7
Charge = +2
E_HOMO (spin up / spin down) = -14.72 / -14.72 eV
Expectation value of S² = 12.02



- Which formula does entry 1 have?
  C4H8O2